Below is C25H14F9N5O6PmS2 as an isolated structure, with properties calculated with ωB97M-V with the def2-TZVPD basis set.

Properties
HOMO-LUMO gap (spin up / spin down): 7.924 / 7.926 eV
total charge: -1
multiplicity: 5

```
62
Properties=species:S:1:pos:R:3:forces:R:3
Pm 0.77718 -0.02562 -0.52048 0.63 -0.13 -0.49
O 3.50931 -3.13128 4.47889 -0.02 0.02 -0.05
C 3.09975 -2.49286 3.34832 0.05 -0.05 0.16
C 2.82604 -3.18881 2.17400 0.00 0.06 -0.05
C 2.41509 -2.45469 1.08012 0.07 -0.03 0.12
N 2.26200 -1.13895 1.14187 -0.01 0.05 -0.03
C 2.55715 -0.46692 2.24836 0.04 -0.04 0.17
C 2.98524 -1.10842 3.39471 -0.01 0.01 -0.14
C 2.42340 1.05343 2.12157 -0.09 0.07 -0.07
O 2.76166 1.73660 3.07814 -0.01 0.03 -0.01
O 1.97832 1.43099 0.98326 -0.15 -0.11 0.03
C 2.17722 -3.04879 -0.30489 -0.02 0.08 -0.02
O 2.28581 -4.25374 -0.45740 0.04 0.00 -0.06
O 1.91656 -2.15040 -1.19296 -0.21 0.02 0.12
H 3.53277 -4.07875 4.30927 0.00 -0.01 0.00
H 2.93561 -4.26234 2.08423 0.01 -0.01 0.01
H 3.22343 -0.53555 4.27839 0.00 -0.02 0.02
N 4.05236 -0.84236 -2.45822 0.01 0.05 -0.05
C 3.49586 0.30861 -2.90379 -0.13 -0.20 0.25
N 2.41680 0.83673 -2.38391 0.04 0.12 -0.32
C 2.06035 1.98767 -3.06744 -0.24 0.07 0.17
C 2.88840 2.35976 -4.06667 0.02 -0.01 0.04
S 4.17106 1.21241 -4.21282 0.09 0.10 -0.15
C 0.82113 2.67405 -2.66953 0.17 -0.10 0.05
C 0.15233 3.58692 -3.40587 -0.01 0.00 0.03
S -1.25037 4.10775 -2.54611 -0.05 0.12 -0.15
C -0.84657 3.02728 -1.25840 -0.01 -0.21 0.30
N 0.25230 2.35080 -1.45061 0.07 0.16 -0.13
N -1.61041 2.94358 -0.14161 -0.07 0.06 -0.08
H 3.39451 -1.46939 -1.97867 0.00 0.01 0.00
H 4.71583 -1.28609 -3.06910 0.00 -0.03 0.02
H 2.82964 3.23267 -4.69206 0.02 0.00 -0.02
H 0.37624 3.94019 -4.39684 -0.01 0.02 0.00
H -2.58248 3.17989 -0.25247 0.00 0.00 0.03
H -1.45083 2.13638 0.46439 0.06 -0.02 -0.01
C -1.02291 0.11419 1.18790 -0.21 0.01 0.13
C -1.71541 0.34170 2.16953 -0.01 0.04 0.05
C -2.51327 0.62459 3.32951 -0.01 -0.06 -0.06
C -2.06476 1.52250 4.30212 0.03 0.00 0.01
C -2.84034 1.79550 5.41770 0.02 0.00 -0.01
C -4.07306 1.17833 5.58580 0.00 0.00 -0.01
C -4.52568 0.28236 4.62603 0.01 -0.01 -0.02
C -3.75449 0.00689 3.50809 -0.02 0.01 0.01
H -1.09875 1.99290 4.17062 0.00 0.01 0.00
H -2.47392 2.49292 6.16078 -0.02 0.00 0.01
H -4.67623 1.39281 6.45913 0.00 0.00 0.00
H -5.48410 -0.20788 4.74542 0.00 0.01 0.02
H -4.10017 -0.69049 2.75617 -0.01 0.00 0.00
F -4.03192 -1.04325 -2.96759 -0.01 0.01 0.02
C -3.00406 -0.58454 -2.22404 -0.04 0.03 -0.07
F -3.15050 0.74179 -2.12685 0.01 0.01 -0.01
F -3.14596 -1.09054 -0.99656 0.01 -0.01 0.03
C -1.60907 -0.94459 -2.83345 0.20 0.21 -0.19
O -0.64971 -0.14130 -2.36151 -0.06 -0.21 0.41
C -1.67948 -0.76131 -4.38386 -0.02 -0.10 0.01
F -2.36284 -1.73584 -5.01444 -0.03 -0.01 0.01
F -0.45763 -0.73222 -4.91585 0.05 0.00 0.00
F -2.27072 0.40426 -4.69231 -0.04 0.03 -0.01
C -1.29463 -2.43575 -2.50456 -0.02 -0.05 0.01
F -0.33493 -2.91691 -3.29552 -0.01 0.02 -0.01
F -2.35995 -3.24803 -2.62219 0.01 0.00 0.02
F -0.85822 -2.52883 -1.23575 -0.13 -0.01 -0.01
```
Positions in Å, forces in eV/Å.